Record 1
Below is C15H7AuBrCl2N3S3 as an isolated structure, with properties calculated with wB97M-V/def2-TZVPD.

ORCA input file:
```
! wB97M-V def2-TZVPD RIJCOSX def2/J DEFGRID3
* xyz 0 1
Au -1.1097 -1.0794 0.4330
S -1.9564 -0.8688 2.5321
C -3.4108 -0.2270 1.8489
S -3.3592 -0.5642 0.1463
C -4.3897 0.4290 2.5086
C -4.2726 0.6855 3.9157
N -4.1795 0.8824 5.0448
C -5.5327 0.9150 1.7900
N -6.4401 1.2821 1.1863
Cl 0.2747 1.5266 0.8348
C 1.8775 0.8992 1.1297
C 2.8681 1.8551 1.2955
C 4.1698 1.4683 1.5482
C 4.4701 0.1211 1.6383
C 3.4703 -0.8173 1.4741
Cl 3.9256 -2.4928 1.5954
C 2.1329 -0.4768 1.2128
S 1.0116 -1.8421 1.0334
H 2.6015 2.9006 1.2308
H 4.9440 2.2124 1.6742
H 5.4768 -0.2166 1.8402
Br 0.3982 -0.3258 -6.1572
C 0.0041 -0.4925 -4.3335
C -1.2178 -0.0640 -3.8465
C -1.4778 -0.2235 -2.5013
N -0.5942 -0.7685 -1.6561
C 0.5916 -1.1703 -2.1363
C 0.9302 -1.0471 -3.4694
H -1.9587 0.3835 -4.4922
H -2.4178 0.1078 -2.0826
H 1.2749 -1.6063 -1.4202
H 1.8949 -1.3857 -3.8177
*
```

## Properties
E_LUMO: -1.640 eV
ΔE to the lowest compared entry with this formula, charge and spin: 2.68 kcal per mole
DFT total energy: -5564.72773 Eh
HOMO-LUMO gap: 7.1 eV



Record 2
Below is a 5-piece molecular cluster, C14H19Br2F3N5O2P overall in a non-equilibrium geometry, with properties calculated with wB97M-V/def2-TZVPD.

ORCA input file:
```
! wB97M-V def2-TZVPD RIJCOSX def2/J DEFGRID3
* xyz 0 1
N -1.1076 2.6804 -0.4477
C -0.1918 2.0678 -0.1561
O 0.9682 1.4259 -0.2849
P 0.8943 -0.0485 0.7486
Br 1.0728 -1.9550 1.9997
C 2.4984 0.5614 1.5444
C 2.0968 1.1612 2.9490
C 3.2185 1.0973 4.0150
F 3.8933 2.2804 4.0589
F 2.6186 0.9343 5.2350
F 4.1026 0.0921 3.8430
C 0.8561 -1.0594 -0.8642
C -0.2548 -2.1665 -0.8608
O -0.1333 -3.1979 -1.3801
Br -1.9619 -1.7033 0.0492
H -0.3262 0.3422 1.3410
H 3.2812 -0.2214 1.5772
H 2.9044 1.4079 0.9397
H 1.1562 0.6616 3.2837
H 1.8552 2.2392 2.7825
H 0.5724 -0.3610 -1.6917
H 1.8578 -1.5239 -1.1132
C -4.0237 3.2372 -2.3556
C -4.8894 2.6665 -3.3823
N -5.5733 2.2187 -4.1899
H -3.4986 4.1199 -2.7209
H -4.5920 3.5395 -1.4758
H -3.2680 2.5239 -2.0255
C 3.1108 -4.6763 -2.7582
C 3.7189 -3.4885 -2.1704
N 4.1988 -2.5534 -1.7066
H 2.0234 -4.6475 -2.6745
H 3.3571 -4.7669 -3.8167
H 3.4536 -5.5847 -2.2621
C 4.1556 -4.1070 3.8065
C 3.3227 -4.6978 2.7645
N 2.6661 -5.1620 1.9432
H 4.6755 -3.2192 3.4443
H 3.5602 -3.8082 4.6700
H 4.9122 -4.8097 4.1573
C -8.2179 4.4544 -2.9308
C -7.1401 5.3565 -2.5394
N -6.2892 6.0644 -2.2326
H -8.3180 4.4019 -4.0151
H -8.0390 3.4410 -2.5704
H -9.1770 4.7822 -2.5277
*
```

## Properties
E_LUMO: -0.011 eV
DFT total energy: -6758.06516 Eh
HOMO-LUMO gap: 10.5 eV



Record 3
Below is C31H33BrCl2N7O5V as an isolated structure in a non-equilibrium geometry, with properties calculated with wB97M-V/def2-TZVPD.

ORCA input file:
```
! wB97M-V def2-TZVPD RIJCOSX def2/J DEFGRID3
* xyz 1 4
V 0.2443 0.1364 -0.0803
O -0.1793 -1.3090 0.8068
C 0.3644 -1.7634 1.9886
C 0.7604 -0.6013 2.8693
C 1.2677 -0.7800 4.1522
C 1.5726 0.3333 4.9100
C 1.3357 1.5934 4.3733
C 0.8282 1.6805 3.0941
N 0.5554 0.6080 2.3426
H -1.8269 -1.3645 0.7034
H 1.2584 -2.3721 1.7849
H -0.3430 -2.4040 2.5331
H 1.4140 -1.7801 4.5371
H 1.9763 0.2249 5.9074
H 1.5470 2.4889 4.9393
H 0.6340 2.6437 2.6461
Cl 5.0851 5.4013 -0.7034
C 3.6330 4.4687 -0.7493
C 3.4404 3.5637 -1.8022
C 2.3398 2.7525 -1.7812
Cl 2.0291 1.6328 -3.0665
C 1.3998 2.7499 -0.7056
O 0.5808 1.7492 -0.5642
C 1.5011 3.8523 0.2159
C 0.4383 4.2024 1.1067
O -0.6849 3.7113 1.1207
C 2.6733 4.6388 0.2052
H 4.1491 3.5151 -2.6163
H 0.6477 5.0442 1.7876
H 2.8019 5.3925 0.9723
N -1.8345 0.9391 0.6372
C -3.1792 0.7390 0.0877
C -4.2624 1.6594 0.6710
C -4.1706 3.1345 0.2511
C -4.5403 3.3998 -1.2244
N -3.5965 2.8817 -2.2265
C -2.3602 3.3138 -2.4538
N -1.9800 4.5261 -2.0704
N -1.5193 2.5512 -3.1547
C -3.6519 -0.7282 0.2269
O -4.7863 -1.0123 -0.0517
O -2.7809 -1.6350 0.6359
H -1.8546 0.7333 1.6335
H -1.5553 1.9208 0.5810
H -3.1396 0.9206 -0.9833
H -4.2112 1.5953 1.7612
H -5.2343 1.2633 0.3731
H -3.1813 3.5297 0.4819
H -4.8941 3.6961 0.8454
H -4.6683 4.4731 -1.3849
H -5.4949 2.9224 -1.4399
H -3.8680 2.0275 -2.6836
H -2.5610 5.0697 -1.4571
H -1.0140 4.7960 -2.1477
H -1.7503 1.6056 -3.4120
H -0.5676 2.8380 -3.3182
Br 7.4548 1.5072 1.6921
C 5.8163 0.8529 1.0009
C 4.6156 1.3851 1.4396
C 3.4272 0.9065 0.9251
C 3.3830 -0.1179 -0.0315
C 4.6201 -0.6312 -0.4589
C 5.8144 -0.1539 0.0494
N 2.1481 -0.5271 -0.5356
C 2.0766 -1.4476 -1.4969
C 0.8457 -1.6674 -2.1294
C 0.6575 -2.6625 -3.1169
C -0.5771 -2.8539 -3.6679
C -1.6388 -2.0224 -3.2548
C -1.3892 -1.0609 -2.3118
N -0.1911 -0.8547 -1.7396
H 4.6121 2.1713 2.1829
H 2.5049 1.3512 1.2551
H 4.6737 -1.4076 -1.2079
H 6.7514 -0.5703 -0.2941
H 2.9423 -2.0043 -1.8317
H 1.5056 -3.2709 -3.3998
H -0.7498 -3.6290 -4.4008
H -2.6363 -2.1486 -3.6484
H -2.1975 -0.4233 -1.9757
*
```

## Properties
E_LUMO (alpha / beta): -2.987 / -3.051 eV
⟨S²⟩: 3.775
ΔE to the lowest compared entry with this formula, charge and spin: 56.16 kcal per mole
DFT total energy: -6398.93645 Eh
HOMO-LUMO gap (alpha / beta): 5.4 / 7.1 eV



Record 4
Below is a 2-piece molecular cluster, C14H17FIN3O overall in a non-equilibrium geometry, with properties calculated with wB97M-V/def2-TZVPD.

ORCA input file:
```
! wB97M-V def2-TZVPD RIJCOSX def2/J DEFGRID3
* xyz 0 1
N -0.1270 -1.4437 -0.0502
C 0.8903 -0.5479 -0.4390
N 1.9960 -0.5787 0.2867
N 3.0179 0.2269 0.0639
C 2.8616 1.0467 -0.9102
F 3.8693 1.8802 -1.1096
C 1.7691 1.1651 -1.7807
I 1.7627 2.5530 -3.3158
C 0.7024 0.3071 -1.5414
C -0.5110 0.4132 -2.4295
C -1.6014 -0.6525 -2.3545
C -2.7763 -0.3298 -1.4542
C -2.8907 0.8345 -0.7054
C -4.0109 1.1003 0.0847
C -5.0389 0.1732 0.1550
C -4.9371 -1.0015 -0.5833
C -3.8284 -1.2444 -1.3792
H 0.2777 -2.2010 0.4923
H -0.7950 -0.9885 0.5675
H 2.1076 -1.2309 1.0977
H -0.1434 0.4196 -3.4550
H -0.9189 1.4123 -2.2864
H -2.0257 -0.7418 -3.3577
H -1.2259 -1.6400 -2.1201
H -2.1130 1.5867 -0.7002
H -4.0563 2.0358 0.6215
H -5.9009 0.4029 0.7639
H -5.7471 -1.7134 -0.5085
H -3.8153 -2.1670 -1.9470
C 4.9023 0.2077 3.5529
C 3.3742 0.0129 3.5176
O 3.0438 -1.1102 2.8327
H 5.3080 0.3076 2.5434
H 5.1666 1.1179 4.1100
H 5.3914 -0.6352 4.0444
H 2.9717 0.9778 3.1111
H 3.0506 0.0451 4.5826
*
```

## Properties
E_LUMO: -1.726 eV
DFT total energy: -1180.60482 Eh
HOMO-LUMO gap: 4.4 eV



Record 5
Below is a single C22H25NO7 molecule, with properties calculated with wB97M-V/def2-TZVPD.

ORCA input file:
```
! wB97M-V def2-TZVPD RIJCOSX def2/J DEFGRID3
* xyz 0 1
C 6.4728 -2.7250 -1.6556
C 5.3876 -1.7642 -1.1958
O 4.1420 -2.4090 -1.3806
C 3.0107 -1.7358 -1.0571
C 2.9611 -0.4594 -0.5349
C 1.7405 0.1452 -0.2291
C 0.5565 -0.5372 -0.4576
C 0.5914 -1.8158 -1.0005
C 1.7980 -2.4297 -1.2973
O 1.9321 -3.6710 -1.8188
C 0.7727 -4.4291 -2.1006
C 1.2271 -5.7605 -2.6778
C -0.7369 0.1722 -0.1570
C -1.8643 -0.7950 0.1333
O -2.8130 -0.9820 -0.5792
O -1.6966 -1.4433 1.2897
C -0.5391 1.1008 1.0562
C -1.8213 1.8629 1.2886
C -2.2951 2.7624 0.3467
C -3.4972 3.4251 0.5382
C -4.2485 3.1858 1.6747
O -5.4561 3.7682 1.9816
C -6.0074 4.6747 1.0588
C -3.7779 2.2723 2.6333
O -4.5007 2.0207 3.7542
C -2.5719 1.6253 2.4325
N 0.5936 1.9839 0.8338
C 0.6141 3.2354 1.5585
C 1.7628 1.5263 0.3067
O 2.7669 2.2194 0.2657
H 6.4274 -3.6409 -1.0732
H 7.4499 -2.2675 -1.5296
H 6.3260 -2.9747 -2.7027
H 5.5271 -1.5102 -0.1360
H 5.4236 -0.8376 -1.7847
H 3.8526 0.1175 -0.3489
H -0.3394 -2.3234 -1.1986
H 0.1943 -4.5913 -1.1800
H 0.1385 -3.8976 -2.8238
H 1.8573 -6.2784 -1.9604
H 1.8025 -5.5924 -3.5837
H 0.3641 -6.3781 -2.9101
H -1.0342 0.7645 -1.0303
H -2.4423 -2.0431 1.4510
H -0.3364 0.4682 1.9356
H -1.7246 2.9596 -0.5479
H -3.8386 4.1210 -0.2112
H -6.9539 4.9960 1.4909
H -6.1929 4.1965 0.0924
H -5.3591 5.5450 0.9181
H -5.3037 2.5585 3.7171
H -2.2352 0.9280 3.1836
H -0.0740 3.9568 1.1174
H 1.6298 3.6246 1.5018
H 0.3376 3.0752 2.6027
*
```

## Properties
E_LUMO: 0.579 eV
ΔE to the lowest compared entry with this formula, charge and spin: 12.99 kcal per mole
DFT total energy: -1434.80215 Eh
HOMO-LUMO gap: 8.7 eV



Record 6
Below is a single C4H5FOS2 molecule in a non-equilibrium geometry, with properties calculated with wB97M-V/def2-TZVPD.

ORCA input file:
```
! wB97M-V def2-TZVPD RIJCOSX def2/J DEFGRID3
* xyz 0 1
O -1.5136 -0.5519 -0.6949
C -0.3007 -0.6328 -0.7380
C 0.3426 -1.3666 -1.8910
S 1.7601 -2.1019 -1.8314
C 0.5806 -0.1035 0.3808
F 1.5556 0.7279 -0.2121
C -0.1605 0.7285 1.4936
S -0.7158 2.3742 0.9389
H -0.2751 -1.3470 -2.8057
H 1.0168 -0.9723 0.8135
H -1.0027 0.1686 1.9828
H 0.5483 0.9934 2.2535
H -1.8357 2.0835 0.3099
*
```

## Properties
E_LUMO: -1.564 eV
ΔE to the lowest compared entry with this formula, charge and spin: 14.24 kcal per mole
DFT total energy: -1126.84585 Eh
HOMO-LUMO gap: 7.8 eV